1.
# C14H33Cl2HfN2O2P2

A structure of composition C14H33Cl2HfN2O2P2 (wB97M-V/def2-TZVPD, the Open Molecules 2025 dataset).

```
56
Properties=species:S:1:pos:R:3:forces:R:3
C 1.125 -0.126 -5.455 -0.734 -0.258 -0.433
C 2.034 -0.151 -4.369 4.038 0.710 3.491
H 1.710 -0.072 -6.397 -0.093 0.011 0.299
H 0.453 0.758 -5.355 0.428 -0.407 -0.007
H 0.513 -1.057 -5.450 0.326 0.409 -0.008
O 2.830 -0.082 -3.527 -3.895 -0.491 -3.840
Cl -2.174 -0.371 -2.560 0.707 -0.020 -0.443
Hf -0.790 -0.127 -0.660 -1.724 -0.154 1.676
P -0.018 2.263 -1.414 -0.006 2.700 -0.181
C 1.335 3.301 -0.774 0.545 -0.366 0.419
C 0.114 2.736 -3.165 -0.201 -0.544 -0.469
H 0.107 3.830 -3.250 0.000 -0.279 0.084
H -1.348 4.298 -1.165 0.056 -0.343 0.025
H -0.721 2.321 -3.734 -0.033 0.117 -0.004
H -2.392 2.843 -1.330 0.141 0.175 0.083
H 2.292 2.922 -1.150 -0.059 0.173 0.063
H 1.052 2.362 -3.588 0.008 0.178 0.073
C -1.480 3.247 -0.871 -0.342 -0.425 0.106
H 1.195 4.339 -1.108 -0.076 -0.364 -0.042
H -1.605 3.187 0.219 0.076 0.035 -0.266
H 1.374 3.290 0.317 0.013 0.097 -0.427
P 0.249 -2.510 -1.165 0.205 -2.201 0.200
C 1.524 -3.240 -0.082 0.310 0.461 0.321
C -1.132 -3.699 -0.932 -0.463 0.366 -0.008
H 0.207 -2.578 -3.586 -0.060 -0.204 0.051
H 0.828 -4.091 -2.868 0.089 0.266 -0.052
H 1.875 -2.642 -2.952 -0.019 -0.185 0.050
C 0.851 -2.995 -2.806 -0.027 0.359 -0.431
H -1.914 -3.507 -1.679 0.145 -0.132 0.191
H -0.751 -4.726 -1.038 -0.057 0.380 0.000
H 1.377 -4.323 0.040 -0.040 0.360 -0.179
H 1.480 -2.761 0.901 0.145 -0.179 -0.149
H -1.576 -3.580 0.067 0.118 -0.119 -0.297
H 2.519 -3.059 -0.508 -0.182 -0.043 0.165
Cl -2.815 0.109 0.579 0.706 0.169 -0.305
C -1.136 -2.204 2.464 -0.024 -0.120 -0.099
N -0.741 -0.967 3.131 -0.020 -0.068 -1.322
C -1.659 -0.471 4.151 -0.486 0.128 0.317
C -0.913 0.444 5.081 -0.061 -0.297 0.935
C -0.041 1.456 4.385 0.060 0.558 0.587
N 0.363 1.062 3.042 0.122 -0.301 -1.115
C 1.224 2.017 2.352 0.035 0.347 -0.065
C -0.063 -0.044 2.434 -0.098 0.554 0.849
O 0.167 -0.205 1.150 0.378 -0.183 -0.200
H -0.253 -2.768 2.141 -0.263 0.115 0.211
H -1.789 -2.000 1.600 0.084 -0.208 0.393
H -1.692 -2.787 3.205 0.180 -0.032 -0.356
H -2.521 0.031 3.668 0.349 -0.248 0.138
H -2.022 -1.348 4.690 -0.066 0.259 0.021
H -0.286 -0.166 5.738 -0.147 0.028 -0.063
H -1.626 0.976 5.717 0.123 -0.140 -0.011
H 0.863 1.606 4.990 -0.160 0.104 -0.269
H -0.561 2.426 4.323 0.256 -0.233 -0.220
H 0.646 2.886 1.996 0.041 -0.305 0.321
H 1.976 2.391 3.061 -0.220 -0.182 -0.210
H 1.735 1.560 1.498 -0.124 -0.026 0.398
```
Positions in Å, forces in eV/Å.

Values from the calculation:
Total charge ... +3
2S+1 ... 1
Highest occupied orbital energy ... -17.563 eV
Largest force on an atom ... 5.492 eV/Å
HOMO-LUMO gap ... 6.741 eV
E_tot ... -2463.5219 Eh

2.
# C6H8

The molecule C6H8 (wB97M-V/def2-TZVPD, the Open Molecules 2025 dataset).

```
14
Properties=species:S:1:pos:R:3:forces:R:3
C -1.050 -0.372 0.677 -0.077 -0.086 0.140
C -0.391 0.959 0.316 -0.149 0.073 0.046
C 1.128 0.837 0.093 0.662 0.058 0.206
C 2.024 -0.179 0.567 -0.305 0.474 0.228
C -0.419 -1.005 -0.599 -0.019 -0.184 -0.122
C 0.093 0.389 -0.968 -0.083 -0.086 -0.259
H -2.133 -0.289 0.551 0.145 -0.041 0.092
H -0.839 -0.817 1.655 0.068 0.072 -0.174
H -0.794 1.949 0.505 0.093 -0.149 -0.057
H 1.598 1.768 -0.222 -0.213 -0.066 -0.027
H 0.386 -1.726 -0.451 -0.338 -0.072 -0.039
H 1.422 -0.926 1.121 0.075 -0.034 -0.256
H -1.141 -1.433 -1.293 -0.042 0.166 0.044
H 0.115 0.845 -1.952 0.183 -0.125 0.175
```
Positions in Å, forces in eV/Å.

Values from the calculation:
2S+1 ... 1
Highest occupied orbital energy ... -8.269 eV
Largest force on an atom ... 0.696 eV/Å
HOMO-LUMO gap ... 8.233 eV
E_tot ... -233.2164 Eh

3.
# CH3IO2

The molecule CH3IO2 (wB97M-V/def2-TZVPD, the Open Molecules 2025 dataset).

```
7
Properties=species:S:1:pos:R:3:forces:R:3
C -0.233 0.120 -0.759 3.709 0.293 0.892
O -0.888 -0.399 0.352 0.984 0.548 2.053
O -0.422 0.212 1.549 1.633 -1.134 -0.680
I 1.687 -0.529 2.153 -2.225 0.673 -0.696
H -0.351 1.186 -0.921 0.162 0.255 0.445
H -0.737 -0.369 -1.486 -1.465 -1.520 -2.827
H 0.945 -0.222 -0.888 -2.798 0.886 0.812
```
Positions in Å, forces in eV/Å.

Values from the calculation:
SMILES ... COOI
2S+1 ... 1
Highest occupied orbital energy (alpha / beta) ... -9.955 / -9.956 eV
Largest force on an atom ... 3.826 eV/Å
HOMO-LUMO gap (alpha / beta) ... 7.748 / 7.757 eV
E_tot ... -487.8957 Eh

4.
# C6H9NaO4

A structure of composition C6H9NaO4 (wB97M-V/def2-TZVPD, the Open Molecules 2025 dataset).

```
20
Properties=species:S:1:pos:R:3:forces:R:3
O -0.296 0.555 1.077 -0.647 0.483 -0.165
C -1.571 0.103 1.182 0.297 -0.043 0.093
C -2.191 -0.125 2.342 -0.073 -0.143 0.065
H -2.093 -0.061 0.229 0.051 0.057 0.140
H -3.236 -0.439 2.342 0.229 0.135 -0.013
H -1.691 0.043 3.297 -0.107 -0.037 -0.358
O 0.972 -0.740 -1.483 0.218 0.213 -0.750
C 0.586 -1.282 -0.337 -0.115 -0.187 1.069
O 0.166 -2.429 -0.382 -0.031 0.471 0.565
Na -0.967 -2.735 1.651 0.503 0.297 -0.010
O 0.683 -1.313 2.096 -0.036 0.007 -0.221
C 0.787 -0.490 1.110 -0.250 -1.320 -0.545
H 1.691 0.146 1.064 -0.199 -0.122 -0.207
C 0.462 0.522 -1.965 -0.052 -0.033 0.186
H 0.132 0.302 -2.987 0.014 0.118 0.205
H -0.412 0.812 -1.371 0.307 0.014 -0.053
C 1.544 1.578 -1.964 0.097 0.216 -0.017
H 2.074 1.609 -1.002 -0.236 0.001 -0.231
H 2.275 1.383 -2.760 -0.145 0.056 0.248
H 1.086 2.561 -2.140 0.178 -0.182 0.002
```
Positions in Å, forces in eV/Å.

Values from the calculation:
2S+1 ... 1
Highest occupied orbital energy ... -8.277 eV
Largest force on an atom ... 1.450 eV/Å
HOMO-LUMO gap ... 7.810 eV
E_tot ... -697.2647 Eh

Q: Which of these has the lowest E_tot?
A: C14H33Cl2HfN2O2P2

Q: Among the records above, which one has the lowest E_tot?
A: C14H33Cl2HfN2O2P2